No. 1
The following is a quantum chemistry calculation of a 2-piece molecular cluster, C3HF3O overall in a non-equilibrium geometry, from OMol25.

Kohn-Sham gap (alpha / beta)	8.663 / 9.320	eV
molar mass	110.034	u
ΔE to the lowest compared entry with this formula, charge and spin	111.7	kcal/mol
spin multiplicity	1
E_tot	-489.5593	Ha

Geometry as XYZ:
```
8
C3HF3O wB97M-V/def2-TZVPD
C -0.511 -0.258 0.159
C -1.556 2.098 1.247
C -1.089 -1.332 0.599
O -1.630 2.860 2.160
F -2.418 1.932 0.294
F -1.998 -1.526 1.580
F -0.598 -2.592 0.308
H 0.066 -0.223 -0.700
```

Charges obtained by Löwdin population analysis, quoted in units of e: number 1, C, carries 0.198; number 2, C, carries -0.240; number 3, C, carries -0.406; number 4, O, carries 0.144; number 5, F, carries 0.120; number 6, F, carries 0.089; number 7, F, carries 0.058; number 8, H, carries 0.037

No. 2
The following is a quantum chemistry calculation of C3HFLaO2 as an isolated structure in a non-equilibrium geometry, from OMol25.

Kohn-Sham gap (alpha / beta)	4.137 / 4.137	eV
molar mass	226.943	u
ΔE to the lowest compared entry with this formula, charge and spin	28.1	kcal/mol
total charge	+3
spin multiplicity	1
E_tot	-395.2878	Ha

Geometry as XYZ:
```
8
C3HFLaO2 wB97M-V/def2-TZVPD
O 3.476 -0.165 -0.577
C 4.219 -1.025 -0.582
La 1.562 1.608 -0.498
F -0.234 -0.102 0.256
H -2.390 -0.429 1.475
O -2.365 -0.334 -0.709
C -2.680 0.640 0.053
C -1.586 -0.194 0.581
```

Charges obtained by Löwdin population analysis, quoted in units of e: number 1, O, carries -0.136; number 2, C, carries 0.242; number 3, La, carries 2.713; number 4, F, carries -0.128; number 5, H, carries 0.264; number 6, O, carries 0.147; number 7, C, carries 0.112; number 8, C, carries -0.214

No. 3
The following is a quantum chemistry calculation of one molecule with the formula C3HFO in a non-equilibrium geometry, from OMol25.

Kohn-Sham gap	8.857	eV
molar mass	72.038	u
ΔE to the lowest compared entry with this formula, charge and spin	6.8	kcal/mol
spin multiplicity	1
E_tot	-289.9193	Ha
SMILES string	O=C=C=CF

Geometry as XYZ:
```
6
C3HFO wB97M-V/def2-TZVPD
O 1.346 -2.573 -2.227
C 0.877 -1.739 -1.565
C -0.002 -0.835 -1.202
C -0.629 0.104 -0.482
F -1.847 0.799 -0.735
H -0.200 0.457 0.460
```

Charges obtained by Löwdin population analysis, quoted in units of e: number 1, O, carries 0.166; number 2, C, carries -0.198; number 3, C, carries 0.019; number 4, C, carries -0.072; number 5, F, carries -0.028; number 6, H, carries 0.112

No. 4
The following is a quantum chemistry calculation of C3HFO2Yb as an isolated structure in a non-equilibrium geometry, from OMol25.

Kohn-Sham gap	5.888	eV
molar mass	261.077	u
ΔE to the lowest compared entry with this formula, charge and spin	55.1	kcal/mol
total charge	+2
spin multiplicity	1
E_tot	-1522.9616	Ha

Geometry as XYZ:
```
8
C3HFO2Yb wB97M-V/def2-TZVPD
O -2.612 -0.127 2.041
C -2.764 0.209 3.117
Yb -2.362 -0.662 -0.291
F 0.028 -0.090 -0.225
H 2.751 -0.260 -0.509
O 1.632 1.248 -1.572
C 2.242 0.186 -1.572
C 1.086 -0.503 -0.989
```

Charges obtained by Löwdin population analysis, quoted in units of e: number 1, O, carries -0.089; number 2, C, carries 0.193; number 3, Yb, carries 1.818; number 4, F, carries -0.130; number 5, H, carries 0.239; number 6, O, carries 0.107; number 7, C, carries -0.198; number 8, C, carries 0.060

Q: What is the formula in the first record?
A: C3HF3O